Entry 1:
{"formula": "C50H39F15GeN2O7SY", "method": "the ωB97M-V functional and the def2-TZVPD basis", "homo_energy_ev": -5.288, "gap_ev": 7.528, "charge": -1, "relative_energy_kj_mol": 73.5, "elements": ["Y", "O", "C", "C", "C", "C", "C", "C", "C", "N", "C", "C", "N", "C", "C", "C", "C", "C", "C", "C", "O", "H", "H", "H", "H", "H", "H", "H", "H", "H", "H", "H", "H", "H", "H", "C", "O", "C", "C", "O", "C", "C", "O", "C", "H", "H", "H", "H", "H", "H", "H", "H", "H", "H", "H", "H", "H", "H", "F", "C", "C", "C", "F", "C", "F", "C", "F", "C", "F", "Ge", "S", "C", "C", "F", "C", "F", "C", "F", "C", "F", "C", "F", "C", "C", "F", "C", "F", "C", "F", "C", "F", "C", "F", "C", "C", "C", "C", "C", "C", "C", "C", "C", "C", "O", "O", "H", "H", "H", "H", "H", "H", "H", "H", "H", "H", "H"], "positions_angstrom": [[0.631, -0.824, 0.130], [-0.178, -2.419, 1.308], [-0.787, -2.627, 2.411], [-1.099, -3.960, 2.821], [-1.761, -4.237, 3.985], [-2.162, -3.207, 4.844], [-1.877, -1.914, 4.497], [-1.200, -1.588, 3.310], [-0.960, -0.212, 3.050], [-0.374, 0.302, 2.032], [-0.263, 1.739, 2.013], [1.204, 2.101, 1.813], [1.680, 1.443, 0.615], [2.873, 1.731, 0.252], [3.543, 1.234, -0.904], [4.879, 1.606, -1.104], [5.590, 1.204, -2.205], [4.951, 0.413, -3.161], [3.648, 0.025, -2.998], [2.886, 0.378, -1.847], [1.670, -0.008, -1.725], [-0.770, -4.759, 2.172], [-1.975, -5.263, 4.257], [-2.680, -3.438, 5.763], [-2.177, -1.105, 5.152], [-1.350, 0.468, 3.821], [-0.647, 2.190, 2.944], [-0.846, 2.115, 1.168], [1.771, 1.751, 2.687], [1.330, 3.191, 1.737], [3.462, 2.445, 0.850], [5.354, 2.225, -0.355], [6.626, 1.486, -2.330], [5.496, 0.111, -4.045], [3.171, -0.602, -3.741], [0.707, -2.877, -2.840], [-0.159, -2.323, -1.869], [-1.345, -1.821, -2.445], [-1.208, -0.358, -2.862], [-1.047, 0.404, -1.678], [-1.333, 1.774, -1.841], [-0.143, 2.571, -2.390], [0.416, 3.332, -1.345], [1.545, 4.042, -1.772], [0.197, -3.687, -3.379], [1.042, -2.125, -3.563], [1.562, -3.268, -2.299], [-1.649, -2.436, -3.302], [-2.106, -1.870, -1.665], [-0.344, -0.218, -3.527], [-2.125, -0.049, -3.384], [-2.211, 1.893, -2.491], [-1.584, 2.161, -0.850], [0.615, 1.874, -2.773], [-0.444, 3.254, -3.204], [1.280, 4.748, -2.575], [1.919, 4.598, -0.915], [2.328, 3.366, -2.139], [-6.430, -4.237, 0.779], [-5.259, -4.822, 0.477], [-4.136, -4.029, 0.357], [-2.949, -4.640, 0.006], [-1.866, -3.892, -0.189], [-2.870, -6.016, -0.191], [-1.715, -6.597, -0.544], [-4.009, -6.796, -0.038], [-3.951, -8.122, -0.230], [-5.219, -6.196, 0.290], [-6.328, -6.943, 0.406], [-4.308, -2.029, 0.626], [-2.861, -0.555, 0.321], [-5.801, -1.752, -0.746], [-7.010, -1.106, -0.559], [-7.453, -0.888, 0.684], [-7.809, -0.704, -1.624], [-8.974, -0.075, -1.408], [-7.400, -0.951, -2.929], [-8.156, -0.557, -3.964], [-6.204, -1.624, -3.149], [-5.801, -1.889, -4.403], [-5.442, -2.006, -2.058], [-4.297, -2.684, -2.278], [-5.110, -1.836, 2.467], [-5.505, -0.564, 2.848], [-5.542, 0.400, 1.922], [-5.869, -0.254, 4.149], [-6.265, 0.984, 4.481], [-5.822, -1.248, 5.120], [-6.165, -0.965, 6.385], [-5.420, -2.531, 4.772], [-5.394, -3.494, 5.705], [-5.057, -2.798, 3.457], [-4.671, -4.044, 3.140], [8.841, -1.042, -0.742], [7.419, -1.323, -0.361], [6.578, -2.049, -1.187], [5.239, -2.254, -0.885], [4.443, -3.083, -1.843], [4.685, -1.679, 0.277], [5.555, -1.023, 1.164], [5.162, -0.481, 2.509], [6.894, -0.857, 0.829], [3.189, -1.671, 0.472], [2.443, -2.239, -0.369], [2.659, -1.017, 1.415], [9.198, -1.753, -1.483], [9.494, -1.078, 0.127], [8.917, -0.044, -1.174], [6.973, -2.459, -2.107], [5.099, -3.551, -2.578], [3.722, -2.451, -2.357], [3.881, -3.853, -1.319], [4.128, -0.711, 2.735], [5.294, 0.602, 2.530], [5.814, -0.915, 3.270], [7.542, -0.329, 1.518]]}

***

Entry 2:
{"formula": "C50H40Br3F4N2OPSSbV", "method": "the ωB97M-V functional and the def2-TZVPD basis", "homo_energy_ev": [-9.145, -10.224], "gap_ev": [6.139, 6.987], "charge": 1, "multiplicity": 4, "relative_energy_kj_mol": 0.0, "elements": ["V", "Br", "C", "C", "C", "N", "C", "C", "C", "C", "C", "Br", "C", "C", "N", "H", "H", "H", "H", "H", "H", "F", "C", "C", "F", "C", "F", "C", "P", "C", "C", "C", "C", "C", "C", "C", "C", "C", "C", "C", "C", "C", "Br", "C", "F", "H", "H", "H", "H", "H", "H", "H", "H", "H", "H", "C", "C", "C", "C", "O", "H", "H", "H", "H", "H", "H", "H", "H", "H", "S", "Sb", "C", "C", "C", "C", "C", "C", "C", "C", "C", "C", "C", "C", "C", "C", "C", "C", "C", "C", "H", "H", "H", "H", "H", "H", "H", "H", "H", "H", "H", "H", "H", "H", "H"], "positions_angstrom": [[-1.693, 1.087, 0.315], [-6.143, 5.071, -2.464], [-4.815, 3.884, -1.879], [-3.485, 4.279, -1.855], [-2.544, 3.378, -1.410], [-2.859, 2.150, -0.971], [-4.145, 1.768, -1.015], [-5.154, 2.610, -1.458], [-4.408, 0.420, -0.463], [-5.605, -0.260, -0.640], [-5.753, -1.499, -0.044], [-7.336, -2.478, -0.281], [-4.724, -2.024, 0.721], [-3.563, -1.291, 0.826], [-3.393, -0.102, 0.240], [-3.188, 5.266, -2.178], [-1.492, 3.635, -1.378], [-6.186, 2.292, -1.452], [-6.400, 0.160, -1.239], [-4.810, -2.986, 1.206], [-2.725, -1.657, 1.402], [4.381, 7.422, -0.721], [3.909, 6.188, -0.630], [4.670, 5.119, -1.058], [5.881, 5.324, -1.557], [4.165, 3.833, -0.947], [4.973, 2.848, -1.353], [2.898, 3.569, -0.445], [2.102, 1.904, -0.373], [2.985, 0.978, -1.677], [2.829, 1.418, -2.991], [3.456, 0.761, -4.038], [4.225, -0.369, -3.789], [4.348, -0.841, -2.492], [3.734, -0.172, -1.441], [2.761, 1.227, 1.191], [4.111, 1.175, 1.548], [4.488, 0.655, 2.775], [3.523, 0.186, 3.662], [2.182, 0.244, 3.323], [1.809, 0.766, 2.091], [2.154, 4.676, -0.007], [0.461, 4.482, 0.813], [2.653, 5.962, -0.095], [1.951, 7.011, 0.326], [2.227, 2.298, -3.199], [3.346, 1.133, -5.050], [4.721, -0.880, -4.605], [4.936, -1.731, -2.293], [3.864, -0.532, -0.428], [4.867, 1.536, 0.863], [5.536, 0.623, 3.047], [3.824, -0.211, 4.625], [1.423, -0.091, 4.019], [0.768, 0.888, 1.833], [-1.345, 2.112, 4.249], [-2.225, 2.463, 3.054], [-2.386, 3.975, 2.924], [-3.590, 1.794, 3.174], [-1.572, 1.982, 1.891], [-1.781, 2.470, 5.185], [-0.360, 2.564, 4.130], [-1.225, 1.029, 4.320], [-3.049, 4.369, 3.698], [-2.819, 4.220, 1.951], [-1.423, 4.479, 3.020], [-4.119, 2.119, 4.072], [-3.477, 0.708, 3.218], [-4.212, 2.043, 2.308], [-0.329, -0.285, -1.247], [0.093, -2.460, -0.774], [0.953, -2.867, 1.090], [0.146, -2.949, 2.223], [0.710, -3.221, 3.460], [2.083, -3.399, 3.568], [2.892, -3.304, 2.445], [2.329, -3.043, 1.204], [1.337, -3.185, -2.284], [1.984, -4.411, -2.150], [2.729, -4.910, -3.208], [2.811, -4.194, -4.396], [2.164, -2.973, -4.525], [1.429, -2.459, -3.466], [-1.695, -3.566, -0.864], [-2.604, -3.213, -1.860], [-3.786, -3.923, -2.004], [-4.070, -4.980, -1.148], [-3.165, -5.335, -0.156], [-1.973, -4.634, -0.018], [-0.927, -2.813, 2.148], [0.080, -3.292, 4.337], [2.524, -3.610, 4.535], [3.963, -3.433, 2.534], [2.966, -2.975, 0.328], [1.913, -4.984, -1.232], [3.237, -5.861, -3.111], [3.386, -4.590, -5.224], [2.239, -2.412, -5.447], [0.948, -1.492, -3.556], [-2.397, -2.374, -2.517], [-4.488, -3.651, -2.783], [-4.995, -5.531, -1.258], [-3.379, -6.166, 0.504], [-1.265, -4.935, 0.748]]}

***

Entry 3:
{"formula": "C50H40N6OPd", "method": "the ωB97M-V functional and the def2-TZVPD basis", "homo_energy_ev": [-5.477, -7.079], "gap_ev": [4.756, 5.109], "multiplicity": 3, "relative_energy_kj_mol": 0.0, "elements": ["Pd", "C", "C", "C", "C", "C", "C", "C", "C", "C", "C", "C", "N", "C", "C", "C", "C", "C", "C", "C", "C", "C", "C", "C", "C", "C", "N", "C", "C", "C", "C", "C", "C", "C", "C", "C", "C", "C", "C", "N", "C", "C", "N", "C", "C", "C", "C", "C", "C", "H", "H", "H", "H", "H", "H", "H", "H", "H", "H", "H", "H", "H", "H", "H", "H", "H", "H", "H", "H", "H", "H", "H", "H", "H", "H", "H", "H", "C", "N", "C", "C", "C", "N", "C", "C", "O", "H", "H", "H", "H", "H", "H", "H", "H", "H", "H", "H", "H"], "positions_angstrom": [[0.006, -0.051, -0.833], [-4.424, -5.418, -3.662], [-4.929, -4.935, -2.466], [-4.189, -4.049, -1.701], [-2.931, -3.635, -2.124], [-2.411, -4.167, -3.304], [-3.153, -5.047, -4.068], [-2.149, -2.578, -1.454], [-0.900, -2.905, -0.902], [-0.478, -4.194, -0.472], [0.680, -4.018, 0.240], [0.975, -2.623, 0.224], [0.027, -1.986, -0.483], [2.116, -1.934, 0.778], [2.695, -0.887, -0.044], [4.071, -0.673, -0.347], [4.133, 0.354, -1.253], [2.797, 0.802, -1.461], [2.371, 1.944, -2.153], [3.285, 2.602, -3.116], [4.327, 3.443, -2.745], [5.131, 4.022, -3.713], [4.919, 3.751, -5.054], [3.882, 2.913, -5.430], [3.066, 2.347, -4.469], [1.079, 2.477, -2.015], [0.025, 1.805, -1.474], [-1.029, 2.647, -1.414], [-2.329, 2.244, -1.053], [-3.323, 3.255, -0.645], [-3.899, 4.178, -1.509], [-4.777, 5.130, -1.021], [-5.071, 5.180, 0.330], [-4.523, 4.244, 1.191], [-3.662, 3.278, 0.706], [-2.739, 0.898, -1.087], [-4.091, 0.457, -1.265], [-4.040, -0.878, -1.526], [-2.669, -1.276, -1.418], [-1.916, -0.168, -1.164], [-0.626, 3.936, -1.898], [0.669, 3.816, -2.311], [1.959, 0.000, -0.723], [2.633, -2.247, 2.068], [2.030, -3.223, 2.898], [2.526, -3.514, 4.148], [3.636, -2.841, 4.645], [4.187, -1.812, 3.891], [3.695, -1.510, 2.641], [-5.019, -6.084, -4.272], [-5.920, -5.230, -2.148], [-4.582, -3.686, -0.763], [-1.428, -3.861, -3.630], [-2.755, -5.422, -5.001], [-1.005, -5.115, -0.642], [1.274, -4.795, 0.682], [4.888, -1.267, 0.016], [5.013, 0.783, -1.693], [4.491, 3.660, -1.698], [5.923, 4.699, -3.424], [5.558, 4.192, -5.806], [3.702, 2.711, -6.475], [2.250, 1.698, -4.754], [-3.671, 4.135, -2.565], [-5.221, 5.848, -1.696], [-5.730, 5.942, 0.717], [-4.751, 4.276, 2.247], [-3.223, 2.542, 1.366], [-4.956, 1.091, -1.225], [-4.863, -1.528, -1.741], [-1.263, 4.800, -1.944], [1.306, 4.577, -2.723], [1.154, -3.742, 2.551], [2.043, -4.264, 4.760], [4.027, -3.072, 5.625], [5.010, -1.239, 4.294], [4.114, -0.685, 2.086], [1.705, 1.944, 2.482], [0.969, 0.966, 3.244], [1.264, 0.882, 4.654], [1.016, -0.532, 5.151], [-0.384, -0.962, 4.748], [-0.588, -0.763, 3.333], [-1.477, -1.683, 2.667], [0.014, 0.224, 2.620], [-0.291, 0.442, 1.441], [2.778, 1.803, 2.637], [1.438, 2.962, 2.778], [1.464, 1.805, 1.428], [0.652, 1.601, 5.217], [2.314, 1.155, 4.804], [1.126, -0.587, 6.233], [1.742, -1.199, 4.694], [-1.132, -0.395, 5.319], [-0.529, -2.023, 4.964], [-1.139, -2.712, 2.825], [-1.470, -1.464, 1.601], [-2.502, -1.581, 3.035]]}

***

Entry 4:
{"formula": "C50H41BrIN6O2SSiTa", "method": "the ωB97M-V functional and the def2-TZVPD basis", "homo_energy_ev": -6.486, "gap_ev": 5.731, "relative_energy_kj_mol": 6.9, "elements": ["Ta", "N", "C", "S", "N", "N", "C", "C", "C", "C", "C", "C", "C", "C", "C", "C", "C", "C", "N", "H", "H", "H", "H", "H", "H", "H", "H", "H", "H", "H", "C", "C", "C", "C", "C", "C", "C", "C", "H", "H", "H", "H", "H", "C", "H", "H", "H", "C", "C", "C", "C", "C", "C", "Si", "C", "C", "C", "C", "C", "C", "C", "C", "C", "C", "C", "C", "H", "H", "H", "H", "H", "H", "H", "H", "H", "H", "H", "H", "H", "H", "H", "I", "C", "C", "N", "N", "C", "H", "H", "H", "Br", "C", "C", "C", "C", "C", "C", "C", "O", "O", "H", "H", "H", "H"], "positions_angstrom": [[0.610, -1.189, 0.123], [3.928, -3.977, 1.374], [2.749, -3.296, 1.224], [2.151, -3.049, -0.397], [2.151, -2.816, 2.253], [1.010, -2.115, 1.925], [0.123, -1.984, 2.968], [0.475, -2.363, 4.354], [-0.222, -3.363, 5.024], [0.087, -3.680, 6.340], [1.102, -3.003, 6.997], [1.809, -2.008, 6.332], [1.499, -1.691, 5.020], [-1.086, -1.463, 2.590], [-2.229, -1.289, 3.439], [-3.410, -0.879, 2.935], [-3.508, -0.619, 1.529], [-2.416, -0.746, 0.752], [-1.168, -1.139, 1.226], [4.205, -4.590, 0.629], [4.126, -4.288, 2.312], [-1.010, -3.898, 4.506], [-0.465, -4.461, 6.850], [1.345, -3.248, 8.023], [2.605, -1.477, 6.839], [2.052, -0.923, 4.494], [-2.108, -1.504, 4.492], [-4.268, -0.741, 3.577], [-4.434, -0.293, 1.076], [-2.482, -0.538, -0.307], [1.614, 0.444, 1.012], [2.119, 1.463, 1.450], [2.672, 2.685, 1.952], [2.222, 3.219, 3.162], [2.717, 4.431, 3.614], [3.673, 5.115, 2.875], [4.134, 4.583, 1.678], [3.635, 3.378, 1.214], [1.480, 2.682, 3.731], [2.354, 4.843, 4.547], [4.059, 6.061, 3.232], [4.879, 5.114, 1.100], [3.977, 2.964, 0.274], [-0.806, 1.962, -0.822], [0.056, 2.069, -0.166], [-0.491, 2.214, -1.836], [-1.124, 0.914, -0.849], [-6.121, 0.848, -1.683], [-4.928, 0.703, -2.379], [-3.791, 1.376, -1.951], [-3.817, 2.200, -0.822], [-5.027, 2.331, -0.138], [-6.170, 1.667, -0.563], [-2.232, 3.030, -0.239], [-2.098, 4.748, -0.975], [-1.027, 5.565, -0.599], [-0.875, 6.835, -1.134], [-1.799, 7.314, -2.053], [-2.870, 6.521, -2.434], [-3.015, 5.246, -1.898], [-2.248, 3.225, 1.627], [-3.052, 4.206, 2.216], [-3.114, 4.359, 3.593], [-2.360, 3.531, 4.415], [-1.543, 2.563, 3.852], [-1.484, 2.419, 2.471], [-7.009, 0.325, -2.013], [-4.883, 0.066, -3.253], [-2.867, 1.247, -2.507], [-5.076, 2.948, 0.753], [-7.097, 1.782, -0.016], [-0.302, 5.208, 0.127], [-0.037, 7.452, -0.833], [-1.683, 8.306, -2.471], [-3.594, 6.892, -3.149], [-3.855, 4.633, -2.205], [-3.632, 4.876, 1.588], [-3.744, 5.126, 4.026], [-2.407, 3.646, 5.491], [-0.950, 1.913, 4.483], [-0.824, 1.665, 2.057], [-3.301, -3.389, -4.529], [-2.289, -3.106, -2.762], [-2.440, -3.816, -1.587], [-1.601, -3.274, -0.700], [-0.912, -2.246, -1.226], [-1.318, -2.139, -2.490], [-3.075, -4.647, -1.334], [-1.462, -3.499, 0.274], [-0.914, -1.361, -3.123], [4.646, 1.587, -6.730], [4.317, 0.895, -4.997], [5.390, 0.620, -4.162], [5.146, 0.116, -2.893], [3.847, -0.108, -2.463], [2.784, 0.171, -3.314], [3.015, 0.674, -4.589], [1.365, -0.049, -2.883], [0.431, 0.107, -3.648], [1.233, -0.504, -1.666], [6.400, 0.800, -4.502], [5.979, -0.102, -2.237], [3.652, -0.496, -1.473], [2.177, 0.883, -5.239]]}

***

Number 2 is which compound?
C50H40Br3F4N2OPSSbV